Computed, not measured: C8H13N3O6 in the gas phase, with ωB97M-V with the def2-TZVPD basis set.

Summary:
LUMO   0.4949 eV
HOMO-LUMO gap   10.045 eV
ΔE to the lowest compared entry with this formula, charge and spin   0.119 eV
HOMO   -9.55 eV
F_max   2.44 eV Å⁻¹

```
! RIJCOSX wB97M-V def2-TZVPD def2/J DEFGRID3
* xyz 0 1
N -0.137 -3.386 -1.581
C 0.812 -2.900 -2.360
O 1.024 -3.316 -3.483
C 1.726 -1.847 -1.753
C 1.162 -0.442 -1.796
N 2.201 0.645 -1.838
C 0.257 -0.156 -0.582
O -0.241 -1.061 0.123
N 0.124 1.171 -0.308
C -0.448 1.565 0.965
C -1.915 1.176 1.178
C -2.597 2.085 2.128
O -2.222 3.212 2.403
O -3.727 1.580 2.652
C 0.493 1.015 2.091
O 1.646 0.752 1.940
O -0.146 1.040 3.330
H -0.883 -3.910 -2.013
H -0.402 -2.858 -0.746
H 1.968 -2.021 -0.696
H 2.641 -1.750 -2.370
H 0.557 -0.288 -2.715
H 2.894 0.427 -1.112
H 2.654 0.589 -2.750
H 0.860 1.766 -0.696
H -0.250 2.657 0.990
H -2.459 1.171 0.230
H -2.016 0.160 1.565
H -4.102 2.237 3.261
H 0.528 0.687 3.943
*
```